# C12H24FO12Tl

C12H24FO12Tl as an isolated structure in a non-equilibrium geometry (ωB97M-V/def2-TZVPD, the OMol25 dataset).

```
50
Properties=species:S:1:pos:R:3:forces:R:3:nbo_charge:R:1
Tl 6.480 -1.810 0.293 -0.10 0.04 -0.03 1.00
F 2.304 -0.698 -1.072 0.09 -0.01 0.11 -0.25
C -2.436 -4.918 -0.278 0.56 -0.58 0.77 -0.26
O -3.744 -5.330 -0.677 -1.03 0.23 0.87 -0.45
C -4.746 -5.438 0.253 2.23 0.31 1.07 0.99
O -4.682 -5.098 1.443 0.23 -0.09 -2.01 -0.48
O -5.721 -6.052 -0.306 -0.16 -0.18 -0.86 -0.43
C -6.960 -6.146 0.323 -3.06 -0.30 0.67 -0.29
H -1.787 -4.793 -1.145 -0.71 0.45 -0.30 0.22
H -1.949 -5.745 0.237 -0.21 -0.03 0.41 0.19
H -2.471 -4.049 0.378 0.04 0.04 -0.28 0.20
H -7.679 -5.414 -0.045 0.51 0.53 -0.29 0.20
H -7.029 -6.065 1.408 0.92 -0.07 -0.04 0.22
H -7.463 -7.069 0.034 0.68 -0.30 -0.02 0.22
C -0.314 -4.026 5.479 -0.96 0.60 0.83 -0.27
O 0.917 -3.375 5.095 0.17 -0.57 -0.24 -0.48
C 0.974 -2.326 4.304 -2.64 0.55 1.87 1.00
O 1.955 -1.938 3.777 1.12 0.46 -1.08 -0.53
O -0.252 -1.627 4.314 1.26 -0.42 -0.26 -0.45
C -0.347 -0.339 3.699 -0.10 -0.16 -0.13 -0.26
H -0.998 -4.107 4.634 0.31 -0.44 0.03 0.20
H -0.853 -3.493 6.263 0.15 0.83 -0.24 0.20
H -0.111 -4.936 6.044 0.62 -0.29 -0.99 0.23
H 0.582 0.061 3.293 0.03 -0.49 -0.01 0.22
H -0.722 0.386 4.421 -0.06 -0.16 0.42 0.23
H -1.136 -0.432 2.953 0.11 0.09 -0.27 0.21
C -1.487 3.966 -0.814 0.24 -0.58 -0.57 -0.27
O -2.498 4.994 -0.775 0.08 -0.34 1.52 -0.43
C -3.033 5.371 0.405 0.44 0.01 1.27 0.99
O -2.731 4.998 1.552 -0.37 0.41 -2.71 -0.49
O -3.969 6.273 0.125 0.07 -0.06 -0.20 -0.42
C -4.582 7.098 1.122 0.68 0.37 1.34 -0.28
H -0.655 4.020 -0.111 -0.33 0.74 0.25 0.21
H -1.094 3.995 -1.830 -0.06 0.26 0.10 0.22
H -1.902 2.964 -0.703 -0.51 0.13 0.16 0.20
H -5.578 7.423 0.821 0.19 -0.62 -0.10 0.23
H -3.995 7.990 1.342 0.38 0.33 -0.89 0.22
H -4.492 6.662 2.117 -0.78 -0.67 -0.20 0.23
C 4.630 2.841 -4.735 -0.70 -0.55 0.68 -0.26
O 5.905 2.658 -5.321 1.98 -0.09 1.17 -0.46
C 7.041 2.376 -4.595 0.68 0.25 -0.22 1.00
O 7.205 2.063 -3.412 -0.89 0.66 -2.84 -0.58
O 8.052 2.554 -5.526 -1.70 0.03 0.80 -0.45
C 9.365 2.109 -5.282 0.67 -1.26 0.48 -0.26
H 4.122 3.696 -5.182 0.40 -0.03 -0.14 0.22
H 4.637 2.952 -3.651 0.41 0.12 -0.01 0.20
H 4.045 1.944 -4.938 -0.10 -0.04 -0.13 0.20
H 9.343 1.170 -4.729 -0.01 0.20 0.47 0.19
H 10.007 2.840 -4.791 -0.33 0.17 0.14 0.21
H 9.853 1.820 -6.213 -0.42 0.51 -0.38 0.22
```
Forces are in eV/Å.

Electronic energy ... -44786.538 eV
Net charge ... +2
HOMO-LUMO gap ... 1.5 eV
E_HOMO ... -14.7 eV
LUMO energy ... -0.4879 Eh
Strongest force on any atom ... 0.064 hartree/bohr
ΔE to the lowest compared entry with this formula, charge and spin ... 203.0 kJ/mol